one.
Below is 2 unconnected molecules or ions with the total composition C2H6O, with properties calculated with ωB97M-V/def2-TZVPD.

Positions of all 9 atoms, in Å:
1 H -0.629 1.835 -1.023
2 H -0.526 2.247 -1.635
3 C -0.869 -0.676 0.264
4 C 0.441 -0.464 0.208
5 O 1.276 -0.793 1.233
6 H -1.324 -1.125 1.141
7 H -1.502 -0.403 -0.573
8 H 0.913 -0.015 -0.667
9 H 2.175 -0.536 1.006

Summary:
2S+1: 1
HOMO level: -9.0705 eV

two.
Below is 2 unconnected molecules or ions with the total composition C2H6O, with properties calculated with ωB97M-V/def2-TZVPD.

Positions of all 9 atoms, in Å:
1 C -0.021 -0.470 -1.037
2 C -1.096 0.122 -0.575
3 H 0.060 -0.755 -2.093
4 H 1.010 -0.615 -0.758
5 H -2.033 0.351 -1.069
6 H -1.204 0.492 0.445
7 O 1.148 0.056 1.365
8 H 1.554 -0.003 2.240
9 H 0.582 0.821 1.483

Summary:
2S+1: 1
HOMO level: -10.0182 eV

Of them, one has the lowest stability.

one.
Below is a single C2H6O molecule, with properties calculated with ωB97M-V/def2-TZVPD.

Positions of all 9 atoms, in Å:
1 C -1.020 0.034 -0.027
2 C 0.480 0.249 -0.006
3 O 1.127 -0.953 0.370
4 H -1.396 -0.222 0.969
5 H -1.518 0.948 -0.369
6 H -1.271 -0.783 -0.710
7 H 0.738 1.059 0.695
8 H 0.818 0.546 -1.005
9 H 2.042 -0.878 0.083

Summary:
2S+1: 1
HOMO level: -10.3046 eV

two.
Below is 2 unconnected molecules or ions with the total composition C2H6O, with properties calculated with ωB97M-V/def2-TZVPD.

Positions of all 9 atoms, in Å:
1 C -2.864 -0.659 0.951
2 C -2.819 0.663 0.933
3 H -3.808 -1.183 1.333
4 H -2.131 -1.310 0.598
5 H -3.372 1.345 1.435
6 H -2.058 1.503 0.639
7 O 5.528 0.081 -1.655
8 H 5.807 0.394 -2.519
9 H 5.718 -0.835 -1.716

Summary:
2S+1: 1
HOMO level: -10.1613 eV

Of them, two has the lowest stability.

one.
Below is 2 unconnected molecules or ions with the total composition C2H6O, with properties calculated with ωB97M-V/def2-TZVPD.

Positions of all 9 atoms, in Å:
1 C 0.683 0.569 -0.387
2 C 0.373 -0.618 0.418
3 O -1.918 -0.013 0.189
4 H 0.293 0.386 -1.435
5 H 0.252 1.474 -0.077
6 H 1.819 0.934 -0.525
7 H 0.804 -0.401 1.364
8 H 0.192 -1.572 -0.011
9 H -2.498 -0.760 0.464

Summary:
2S+1: 1
HOMO level (alpha / beta): -10.3742 / -9.0673 eV

two.
Below is a single C2H6O molecule, with properties calculated with ωB97M-V/def2-TZVPD.

Positions of all 9 atoms, in Å:
1 C -1.170 -0.190 -0.036
2 C 0.113 0.620 -0.023
3 O 1.225 -0.305 -0.072
4 H -2.283 0.155 -0.377
5 H -1.311 -0.704 0.995
6 H -0.935 -1.181 -0.791
7 H 0.310 1.667 -0.493
8 H -0.092 0.938 1.090
9 H 0.851 -1.019 0.499

Summary:
2S+1: 1
HOMO level: -10.0281 eV

Of them, one has the lowest stability.

one.
Below is a gas-phase ion, C8H13N2O2 (charge +1), with properties calculated with ωB97M-V/def2-TZVPD.

Positions of all 25 atoms, in Å:
1 C -1.418 -2.464 -1.231
2 C -1.806 -1.068 -1.033
3 C -0.973 -0.214 -0.452
4 C -1.394 1.114 -0.252
5 C -0.651 1.944 0.492
6 C -1.047 3.302 0.954
7 N 0.541 1.520 1.126
8 O 1.555 2.490 1.331
9 C 1.201 0.226 0.673
10 O 2.417 -0.051 0.876
11 C 3.105 -1.230 0.272
12 N 0.376 -0.554 0.023
13 H -1.142 -3.049 -0.264
14 H -0.531 -2.640 -1.992
15 H -2.219 -3.036 -1.506
16 H -2.642 -0.592 -1.369
17 H -2.274 1.486 -0.627
18 H -1.786 3.753 0.221
19 H -0.092 3.854 1.302
20 H -1.524 3.171 1.912
21 H 1.589 2.907 2.198
22 H 3.255 -1.371 -0.760
23 H 2.495 -2.051 0.716
24 H 4.096 -1.217 0.909
25 H 0.635 -1.328 -0.560

Summary:
total charge: +1
2S+1: 1
HOMO level: -11.6362 eV

two.
Below is a gas-phase ion, C8H13N2O2 (charge +1), with properties calculated with ωB97M-V/def2-TZVPD.

Positions of all 25 atoms, in Å:
1 C -2.378 0.610 1.536
2 C -1.705 -0.139 0.506
3 O -2.347 -0.108 -0.650
4 N -0.472 -0.662 0.599
5 C 0.237 -1.356 -0.350
6 N -0.526 -2.030 -1.320
7 C 1.611 -1.389 -0.456
8 C 2.526 -0.636 0.305
9 C 2.171 0.617 0.591
10 C 1.069 1.341 -0.126
11 C 0.711 1.234 -1.409
12 O 0.030 2.181 -2.057
13 H -3.148 1.182 1.122
14 H -2.810 0.064 2.348
15 H -1.752 1.354 2.204
16 H -1.773 -0.487 -1.482
17 H -0.015 -0.822 1.600
18 H -1.145 -2.738 -0.997
19 H 0.179 -2.235 -2.068
20 H 2.171 -2.042 -1.194
21 H 3.479 -0.950 0.661
22 H 2.676 1.280 1.206
23 H 0.834 2.246 0.410
24 H 0.986 0.321 -1.998
25 H -0.162 2.893 -1.532

Summary:
total charge: +1
2S+1: 1
HOMO level: -11.4091 eV

Of them, one has the lowest stability.